(1)
C29H48BrHgN3P2S | ωB97M-V/def2-TZVPD

The geometry in XYZ format:
```
85
Properties=species:S:1:pos:R:3:mulliken_charge:R:1
N 8.601 -0.538 2.314 -0.450
C 7.717 -0.100 3.214 -0.358
C 6.380 0.174 2.881 -0.334
C 5.884 -0.078 1.566 0.279
C 6.865 -0.542 0.641 -0.233
C 8.189 -0.721 1.055 -0.427
C 4.476 0.006 1.250 -0.355
Hg 2.135 -0.236 -0.586 1.022
P -1.864 -3.060 -1.727 -0.244
C 3.771 -1.025 0.512 -0.997
C 3.280 -2.100 1.441 0.567
C 3.315 -3.458 1.088 -0.516
C 2.512 -4.383 1.749 -0.421
C 1.647 -3.916 2.772 -0.158
C 1.963 -2.667 3.367 -0.759
C 2.665 -1.701 2.635 -0.157
Br 0.179 -4.852 3.347 -0.051
H 3.876 0.730 1.803 0.789
H 4.352 -1.401 -0.331 0.913
H 5.698 0.483 3.674 0.400
H 6.606 -0.773 -0.386 0.380
H 8.082 0.025 4.240 0.384
H 8.966 -1.046 0.355 0.381
H 3.841 -3.779 0.186 0.392
H 2.674 -0.661 2.972 0.330
H 2.502 -5.423 1.398 0.473
H 1.566 -2.462 4.363 0.439
P 1.365 0.943 -2.529 0.030
C -1.340 -3.518 -0.068 0.444
C -1.891 -4.903 0.313 -1.176
H -1.724 -2.747 0.617 0.195
H -0.239 -3.492 -0.060 -0.264
H -1.691 -5.083 1.373 0.177
H -2.976 -4.989 0.160 0.385
H -1.411 -5.696 -0.274 0.335
C -0.495 -3.209 -2.890 0.807
C -0.955 -4.071 -4.081 -1.359
H 0.322 -3.696 -2.338 0.376
H -0.180 -2.196 -3.191 -0.918
H -0.102 -4.391 -4.689 0.422
H -1.471 -4.981 -3.743 0.359
H -1.652 -3.513 -4.719 0.349
C -2.517 -1.380 -1.755 0.754
C -4.039 -1.421 -1.976 -1.388
H -2.027 -0.855 -2.587 -0.143
H -2.223 -0.900 -0.807 -0.244
H -4.425 -0.436 -2.255 0.394
H -4.323 -2.105 -2.789 0.383
H -4.545 -1.758 -1.064 0.338
C -0.153 1.906 -2.632 0.564
C 0.012 3.029 -3.647 -1.322
H -0.398 2.245 -1.615 -0.409
H -0.953 1.215 -2.933 0.326
H 0.618 3.855 -3.264 0.287
H 0.462 2.680 -4.585 0.315
H -0.972 3.427 -3.897 0.419
C 1.431 0.081 -4.121 -0.575
C 2.513 -0.982 -4.270 -1.417
H 1.578 0.876 -4.863 0.536
H 0.429 -0.353 -4.269 0.528
H 3.506 -0.522 -4.334 0.391
H 2.507 -1.715 -3.452 0.240
H 2.348 -1.522 -5.210 0.413
C 2.733 2.176 -2.496 -0.724
C 2.567 3.252 -1.413 -1.137
H 2.780 2.597 -3.519 0.466
H 3.659 1.605 -2.306 0.584
H 3.539 3.450 -0.943 0.337
H 2.216 4.187 -1.867 0.352
H 1.879 2.972 -0.602 0.244
S -0.274 1.309 0.977 -0.135
C -1.862 1.908 1.170 -0.235
N -2.201 3.191 0.908 -0.117
C -3.537 3.776 1.067 -0.632
C -4.354 2.996 2.073 -0.631
C -4.254 1.506 1.834 -0.587
N -2.857 1.116 1.634 -0.089
H -1.448 3.742 0.503 0.240
H -4.045 3.769 0.096 0.299
H -3.419 4.817 1.381 0.372
H -5.398 3.306 2.028 0.362
H -4.002 3.230 3.078 0.307
H -4.856 1.201 0.965 0.286
H -4.635 0.957 2.698 0.387
H -2.583 0.142 1.753 0.207
```

Summary:
HOMO energy = -11.40 eV
Total charge = +2
E_tot = -5105.784469 Ha
F_max = 2.90 eV Å⁻¹
Lowest unoccupied orbital energy = -8.5 eV

***

(2)
C24H47N6O4SZr | ωB97M-V/def2-TZVPD

The geometry in XYZ format:
```
83
Properties=species:S:1:pos:R:3:mulliken_charge:R:1
Zr -0.476 -0.595 0.716 1.365
C -3.016 2.169 -2.085 -1.690
C -2.272 1.890 -0.780 -0.296
C -1.503 3.187 -0.410 -1.823
C -1.275 3.662 1.047 1.576
C -0.674 5.060 1.045 -1.592
C -2.527 3.604 1.908 -1.910
N -0.177 2.716 1.606 0.842
C 0.031 2.427 3.064 -1.051
C 0.972 1.226 3.244 -0.994
N 0.545 -0.086 2.653 0.637
C -0.594 -0.658 3.456 -0.359
C -1.883 0.074 3.065 0.002
O -2.795 0.302 3.779 -0.446
O -1.821 0.475 1.747 -0.803
C 1.688 -1.076 2.438 1.113
C 2.164 -1.695 3.749 -1.486
C 2.895 -0.487 1.674 -2.443
C 2.817 0.239 0.285 0.933
C 3.801 -0.430 -0.674 -1.827
C 3.197 1.711 0.414 -1.603
N 1.419 0.093 -0.310 0.952
C 1.007 1.002 -1.429 -1.019
C -0.381 0.618 -1.974 -1.103
N -1.463 0.564 -0.908 0.682
C -2.487 -0.569 -1.188 -0.474
C -2.359 -1.994 -0.528 -0.153
O -2.848 -2.908 -1.108 -0.591
O -1.792 -2.056 0.705 -0.687
H -3.816 2.879 -1.879 0.568
H -3.483 1.290 -2.521 0.257
H -2.371 2.629 -2.835 0.511
H -2.984 1.658 0.011 0.611
H -2.113 3.986 -0.838 0.652
H -0.568 3.260 -0.975 0.126
H -1.407 5.770 0.666 0.439
H 0.210 5.124 0.405 0.440
H -0.410 5.378 2.054 0.402
H -3.305 4.172 1.397 0.456
H -2.367 4.094 2.868 0.506
H -2.900 2.599 2.077 0.386
H 0.705 2.998 1.175 0.582
H -0.454 1.819 1.220 -0.915
H -0.948 2.294 3.516 0.354
H 0.499 3.295 3.527 0.577
H 1.115 1.084 4.318 0.347
H 1.942 1.472 2.821 0.585
H -0.420 -0.586 4.531 0.657
H -0.714 -1.728 3.229 0.517
H 1.246 -1.918 1.840 0.071
H 2.697 -0.949 4.341 0.426
H 2.857 -2.508 3.538 0.473
H 1.352 -2.109 4.341 0.398
H 3.561 -1.344 1.561 0.717
H 3.421 0.167 2.372 0.356
H 4.813 -0.349 -0.277 0.515
H 3.796 0.054 -1.651 0.357
H 3.572 -1.490 -0.799 0.486
H 4.167 1.784 0.905 0.458
H 2.501 2.295 1.019 0.338
H 3.294 2.195 -0.557 0.396
H 1.487 -0.825 -0.794 0.061
H 1.719 0.937 -2.256 0.720
H 1.023 2.029 -1.069 0.472
H -0.317 -0.371 -2.431 0.630
H -0.668 1.326 -2.752 0.457
H -2.558 -0.749 -2.259 0.568
H -3.452 -0.221 -0.819 0.601
S 0.651 -2.730 -1.069 -0.379
C 0.261 -3.777 -2.428 0.420
N -0.848 -4.485 -2.425 0.087
C -1.184 -5.464 -3.471 -0.612
C -0.529 -5.042 -4.772 -0.575
C 0.955 -4.812 -4.550 -0.603
N 1.134 -3.889 -3.414 -0.137
H -1.498 -4.315 -1.671 0.243
H -2.269 -5.499 -3.547 0.393
H -0.835 -6.447 -3.148 0.316
H -0.995 -4.130 -5.148 0.282
H -0.670 -5.817 -5.523 0.363
H 1.423 -4.354 -5.418 0.365
H 1.478 -5.744 -4.332 0.329
H 2.009 -3.403 -3.301 0.201
```

Summary:
HOMO energy = -17.21 eV
Total charge = +3
Energy relative to the best compared isomer or geometry (same formula, charge and spin) = 10.9 kcal/mol
E_tot = -2016.653464 Ha
F_max = 1.04 eV Å⁻¹
Lowest unoccupied orbital energy = -9.4 eV

***

(3)
C3H5O2 | ωB97M-V/def2-TZVPD

The geometry in XYZ format:
```
10
Properties=species:S:1:pos:R:3:mulliken_charge:R:1
C -2.539 -0.298 -0.284 -0.554
C -1.654 0.628 -0.625 -0.271
H -3.550 -0.351 -0.686 0.227
H -2.365 -1.089 0.437 0.259
H -1.936 1.409 -1.321 0.207
H -0.633 0.606 -0.257 0.128
O 1.563 -0.296 -0.807 -0.659
C 1.773 -0.155 0.413 -0.035
O 0.960 0.101 1.333 -0.677
H 2.829 -0.309 0.761 0.374
```

Summary:
HOMO energy = -3.95 eV
Total charge = -1
Energy relative to the best compared isomer or geometry (same formula, charge and spin) = 25.0 kcal/mol
E_tot = -267.808573 Ha
F_max = 0.61 eV Å⁻¹
Lowest unoccupied orbital energy = 4.4 eV

***

(4)
C29H43N7O2RbS2SbSi3 | ωB97M-V/def2-TZVPD

The geometry in XYZ format:
```
88
Properties=species:S:1:pos:R:3:mulliken_charge:R:1
Rb -0.034 1.645 -0.778 0.935
N 8.368 3.833 0.997 -0.587
C 7.038 3.458 0.806 1.044
C 6.553 3.187 -0.471 -0.697
C 5.243 2.778 -0.652 -0.345
C 4.406 2.621 0.441 -0.429
C 4.882 2.879 1.718 -0.532
C 6.185 3.296 1.901 -0.883
S 2.754 2.059 0.219 1.611
O 2.608 0.909 1.103 -0.585
O 2.582 1.766 -1.202 -0.901
N 1.689 3.094 0.702 -0.507
C 1.537 4.310 0.121 0.475
N 0.285 4.815 0.239 -0.520
C 0.095 6.037 -0.231 -0.158
C 1.096 6.770 -0.852 -0.605
C 2.316 6.128 -0.988 -0.168
N 2.554 4.913 -0.518 -0.348
H 8.799 4.270 0.197 0.233
H 8.546 4.353 1.842 0.232
H 7.208 3.294 -1.328 0.295
H 4.859 2.580 -1.642 0.439
H 4.237 2.750 2.577 0.451
H 6.553 3.487 2.902 0.289
H -0.904 6.449 -0.120 0.408
H 0.926 7.767 -1.232 0.361
H 3.140 6.616 -1.501 0.420
N -4.610 1.232 1.484 0.090
C -5.282 1.136 0.282 0.894
C -6.634 1.083 -0.038 -1.280
C -6.945 0.937 -1.376 -0.375
C -5.947 0.841 -2.359 -0.750
C -4.608 0.891 -2.028 -0.785
C -4.276 1.045 -0.683 0.295
N -3.023 1.073 -0.084 0.300
C -3.272 1.187 1.195 0.376
C -2.251 1.275 2.243 -1.081
C -2.428 1.718 3.522 -0.294
S -0.931 1.685 4.344 -0.256
C -0.172 1.119 2.924 -0.318
N -0.968 0.928 1.918 0.835
H -5.011 1.244 2.404 0.208
H -7.410 1.147 0.712 0.407
H -7.983 0.889 -1.677 0.395
H -6.236 0.720 -3.394 0.405
H -3.836 0.807 -2.782 0.489
H -3.327 2.080 3.992 0.431
H 0.895 0.951 2.856 0.205
C 2.966 -2.280 -0.708 -0.805
Si 1.617 -2.834 0.464 0.649
C 1.872 -2.080 2.153 -0.309
C 1.640 -4.704 0.632 -1.047
Sb -0.560 -1.885 -0.486 -0.778
Si -2.338 -3.074 0.883 0.465
C -2.099 -2.595 2.679 -0.873
C -4.028 -2.506 0.308 -0.438
C -2.263 -4.941 0.715 -1.018
Si -0.748 -3.153 -2.675 0.399
C -0.025 -4.885 -2.653 -1.162
C 0.171 -2.152 -3.967 -1.065
C -2.565 -3.250 -3.138 -0.979
H 3.935 -2.616 -0.330 0.373
H 2.995 -1.192 -0.780 0.070
H 2.840 -2.694 -1.711 0.265
H 2.765 -2.514 2.614 0.422
H 1.030 -2.259 2.824 0.197
H 2.029 -1.010 2.055 -0.314
H 2.624 -4.984 1.024 0.381
H 1.497 -5.223 -0.314 0.242
H 0.893 -5.071 1.337 0.255
H -2.168 -1.516 2.830 0.080
H -1.130 -2.921 3.059 0.260
H -2.873 -3.077 3.285 0.401
H -4.081 -1.429 0.163 -0.215
H -4.772 -2.788 1.061 0.390
H -4.315 -2.980 -0.632 0.336
H -1.392 -5.370 1.210 0.262
H -2.261 -5.279 -0.322 0.193
H -3.156 -5.356 1.195 0.395
H 1.064 -4.859 -2.605 0.304
H -0.300 -5.383 -3.589 0.425
H -0.383 -5.501 -1.828 0.324
H 1.235 -2.069 -3.735 0.273
H -0.226 -1.139 -4.049 0.258
H 0.074 -2.630 -4.946 0.355
H -3.079 -4.023 -2.560 0.265
H -2.657 -3.516 -4.195 0.423
H -3.094 -2.310 -2.976 0.220
```

Summary:
HOMO energy = -7.46 eV
Energy relative to the best compared isomer or geometry (same formula, charge and spin) = 7.1 kcal/mol
E_tot = -3594.009651 Ha
F_max = 1.62 eV Å⁻¹
Lowest unoccupied orbital energy = 0.2 eV

***

Among the records above, which one has the lowest HOMO energy?
C24H47N6O4SZr

***

Which value of HOMO energy does entry 1 give?
-11.40 eV